Entry 1:
27
Properties=species:S:1:pos:R:3:forces:R:3:mulliken_charge:R:1 method="wB97M-V/def2-TZVPD" e_homo_ev="-13.1 / -13.1" charge=+1 spin_multiplicity=2 gap_ha="0.3334 / 0.2184"
C 3.119 -0.249 -0.236 1.407 0.781 1.442 -1.258
H -2.561 -1.529 1.657 -4.727 -2.386 0.331 0.592
H -1.092 -1.677 0.805 0.168 -0.401 0.146 0.155
C 1.859 0.527 -0.235 0.104 0.109 -0.034 0.486
C -1.811 0.034 -2.205 -0.616 1.047 2.095 -0.481
N 0.349 2.248 -0.132 3.429 -1.410 1.298 -0.025
H -2.809 -0.002 -2.614 0.175 -0.384 -0.689 0.435
C -1.066 -0.849 2.916 -1.226 1.386 -0.760 -0.920
H -1.647 -1.362 3.685 0.221 -0.192 -0.164 0.334
H 2.365 2.424 0.656 1.429 1.866 1.238 0.528
C -1.706 -1.096 1.481 4.651 2.916 0.638 -0.631
C 0.657 0.096 -0.829 -0.450 0.072 -0.472 1.159
H -1.040 -1.774 -3.060 -0.272 0.300 0.711 0.407
C -1.612 1.157 -1.325 3.027 0.680 0.891 -0.459
H 2.948 -1.284 0.140 0.214 0.556 -0.984 0.376
H -0.061 3.055 0.312 -0.302 0.129 -0.304 0.269
H -1.852 -0.139 0.979 -0.242 -0.077 0.102 0.016
H -1.163 0.252 3.201 0.472 -1.378 -0.433 0.233
H -2.276 2.084 -1.111 0.925 -2.056 -0.798 0.324
H 3.920 0.179 0.475 -1.347 -0.410 -1.043 0.374
C 0.397 -1.045 -1.600 -3.597 2.501 -0.777 -0.475
H -0.049 -1.185 2.940 0.610 0.031 0.269 0.273
C -0.283 1.157 -0.753 -2.699 0.519 -0.889 -0.266
C -0.894 -0.997 -2.291 2.059 -1.095 -0.565 -0.599
H 1.109 -1.789 -1.781 0.769 -1.146 -0.138 0.549
H 3.533 -0.095 -1.257 -0.066 -0.903 0.522 0.345
C 1.663 1.858 0.182 -4.117 -1.051 -1.635 -0.740



Entry 2:
31
Properties=species:S:1:pos:R:3:forces:R:3:mulliken_charge:R:1 method="wB97M-V/def2-TZVPD" smiles="C[C@H]1CCC=C2N(C)C=C(C(N)=O)C(=O)N21" e_homo_ev=-8.2 gap_ha=0.3097
H 0.835 2.892 -0.139 -0.103 -0.844 0.417 0.346
H -1.644 2.314 1.553 -0.298 0.609 -0.287 0.309
H 3.246 1.402 0.323 -0.637 -0.250 0.071 0.322
H 1.396 0.825 2.749 0.339 -0.429 -1.135 0.302
N -1.207 1.419 -0.222 -1.573 -2.963 -2.655 0.201
H 2.578 -0.754 -0.527 0.217 -0.623 -0.110 0.378
C -1.983 2.430 0.512 2.274 1.056 -0.603 -0.980
H 2.567 2.548 1.463 -0.041 -1.336 -0.058 0.338
H -1.764 3.457 0.066 -0.205 -1.068 0.991 0.280
C 2.442 -1.495 0.271 -3.011 1.301 -0.191 -1.515
C 1.026 1.856 0.203 2.162 0.825 0.645 -0.445
O -0.518 -2.463 -0.024 0.492 0.586 -1.238 -0.739
H 1.045 -1.545 1.996 -0.306 0.266 -0.670 0.348
N 0.260 -0.403 0.317 -0.756 -0.862 0.212 0.314
C 0.084 0.931 0.162 -1.316 3.107 -1.214 -0.036
N -2.291 -2.984 -2.193 -0.559 0.072 -0.805 -0.394
O -3.127 -1.065 -2.996 1.069 -0.351 0.284 -0.664
C 2.347 1.556 0.955 -0.796 2.226 -0.989 -0.693
C 2.041 0.437 1.899 -2.106 -0.585 0.686 -0.882
H -1.878 -3.493 -1.446 0.512 -0.043 0.590 0.229
H -2.531 1.140 -1.945 0.374 -1.049 1.209 0.449
C 1.352 -0.859 1.187 2.471 1.475 0.603 -0.054
H -3.035 2.286 0.451 -0.811 -0.522 -0.143 0.408
H -3.048 -3.432 -2.727 0.805 0.478 0.386 0.252
H 2.937 0.175 2.391 1.034 -1.021 0.486 0.482
H 1.974 -2.406 -0.032 0.186 -0.653 -0.874 0.400
C -1.666 -0.797 -1.200 1.536 3.355 -1.177 -0.024
H 3.321 -1.674 0.776 1.996 -0.400 1.174 0.466
C -0.557 -1.267 -0.388 -0.876 -2.718 3.554 0.969
C -2.330 -1.625 -2.225 -2.574 0.238 -0.482 0.338
C -1.873 0.590 -1.209 0.502 0.122 1.325 -0.705



Entry 3:
30
Properties=species:S:1:pos:R:3:forces:R:3:mulliken_charge:R:1 method="wB97M-V/def2-TZVPD" e_homo_ev=-7.9 gap_ha=0.3141
H -2.028 -3.062 2.445 -0.065 -3.320 1.043 0.541
C -2.555 -1.109 2.814 -1.113 -0.917 0.815 -0.208
C -0.554 -0.112 -0.766 2.419 0.552 -1.668 -0.343
O -0.450 -2.793 -1.853 0.512 2.567 -0.071 -0.683
C -1.932 -2.130 2.087 0.828 3.990 -2.600 -1.054
H 2.538 1.829 1.233 -0.931 -0.222 -0.040 0.347
H -3.114 1.084 2.813 0.307 -1.050 0.237 0.355
H 0.935 2.515 0.465 -0.215 0.499 1.125 0.356
C -2.599 0.197 2.398 1.876 0.924 -2.888 -0.799
H 2.576 2.976 -0.002 -0.017 0.677 -0.197 0.377
C 1.359 0.007 -0.252 -2.522 0.385 -2.077 -0.209
C -1.292 -1.845 0.851 -1.330 1.098 1.711 -0.222
H 2.040 -2.040 -0.411 -0.328 -0.234 -0.344 0.274
H -1.778 1.475 0.848 -0.151 0.191 -0.085 0.279
S 0.050 -1.398 -1.921 0.740 -1.525 0.137 1.085
H -0.877 -2.541 0.194 0.422 -1.592 -0.251 0.541
C 1.695 -1.219 -1.039 -0.743 -0.305 -0.646 -0.939
C 1.525 1.681 -2.058 -3.839 0.831 1.449 -0.821
C -1.277 -0.526 0.359 -1.531 -0.839 3.776 0.321
C -1.858 0.447 1.178 -1.273 0.382 1.124 -0.290
H 0.874 0.919 -2.582 1.576 0.918 0.323 0.299
H 1.445 -0.039 0.808 -0.416 -0.439 0.728 0.582
N 1.894 1.190 -0.695 1.121 0.450 -1.048 -0.003
H 0.730 2.595 -1.988 1.562 -1.782 0.395 0.256
H 2.282 2.124 -2.647 1.252 -0.145 -0.418 0.350
H -1.009 0.778 -1.278 0.736 -0.904 0.216 0.554
H 2.411 -0.961 -1.801 0.419 -0.209 -0.281 0.501
C 1.957 2.174 0.364 0.689 0.406 -1.182 -1.058
H -3.148 -1.441 3.669 0.283 0.258 0.008 0.308
O 0.159 -0.771 -3.233 -0.268 -0.645 0.709 -0.699



Entry 4:
28
Properties=species:S:1:pos:R:3:forces:R:3:mulliken_charge:R:1 method="wB97M-V/def2-TZVPD" smiles=Cc1c[nH]c2ccccc12.CSC e_homo_ev=-7.8 gap_ha=0.3153
H -3.823 -5.334 -1.587 0.227 0.690 0.271 0.261
H 1.109 2.554 -2.916 0.008 0.112 0.386 0.261
C 2.522 3.127 2.031 -0.345 -0.160 -0.290 -0.661
C 2.382 2.816 0.678 1.184 0.659 0.259 -0.402
C 0.477 1.466 1.225 -0.309 -0.097 0.595 -0.205
C -3.211 -5.056 -0.711 -0.352 -0.315 0.808 -0.759
C 1.620 2.611 2.989 -0.112 -0.499 -1.962 -0.482
C 0.930 1.455 -1.018 -0.011 0.211 0.016 0.527
H 1.473 0.898 -2.978 0.161 -1.297 -0.861 0.408
C 0.584 1.768 2.588 0.214 0.230 0.540 -0.795
H -2.067 -2.513 0.018 0.238 0.175 0.185 0.284
H -0.701 -2.330 -1.124 0.835 0.527 -0.063 0.284
H -3.723 -4.310 -0.021 0.615 -0.888 -1.051 0.225
H -0.102 1.377 3.353 0.236 0.074 -0.559 0.296
H 3.108 3.199 -0.055 -0.373 -0.062 0.399 0.275
H -2.378 -2.382 -1.696 -0.120 0.351 -0.426 0.384
H 2.590 1.977 -2.186 0.991 0.119 -0.129 0.360
S -1.510 -4.537 -1.131 -0.393 0.057 0.156 -0.079
H 3.321 3.787 2.358 -0.080 -0.129 -0.085 0.362
H -1.175 0.131 1.052 0.568 0.426 -0.476 0.202
C -0.156 0.672 -0.766 0.478 0.387 0.082 -0.929
N -0.451 0.675 0.581 -0.296 -0.227 0.461 -0.015
C 1.367 1.978 0.260 -0.941 -0.567 -0.147 1.183
H 1.766 2.853 4.001 0.009 0.244 1.177 0.443
H -0.738 0.127 -1.474 -0.342 -0.282 -0.185 0.585
C -1.668 -2.734 -0.968 -1.069 -1.177 0.220 -0.897
C 1.569 1.734 -2.350 -1.049 0.871 0.770 -1.403
H -3.116 -6.008 -0.153 0.027 0.568 -0.087 0.293



Entry 5:
36
Properties=species:S:1:pos:R:3:forces:R:3:mulliken_charge:R:1 method="wB97M-V/def2-TZVPD" e_homo_ev="-10.3 / -11.8" charge=+1 spin_multiplicity=5 gap_ha="0.2580 / 0.2235"
H 2.045 -3.724 -0.316 0.015 0.006 0.012 0.293
H -3.053 -3.640 0.744 0.009 0.005 0.010 0.407
H -1.792 -3.593 1.975 -0.016 0.010 -0.012 0.365
S 0.054 0.409 3.098 -0.037 0.002 -0.124 -0.365
O -0.032 -2.152 0.406 -0.073 0.117 0.050 -0.503
C -2.947 0.159 -0.969 0.005 0.007 -0.009 -0.152
H 0.471 -3.755 1.616 -0.028 0.020 0.019 0.391
C -1.167 -2.942 0.006 0.003 -0.038 -0.013 -0.394
C 1.604 0.861 2.624 -0.008 -0.101 -0.084 0.326
C -4.287 0.417 -1.157 -0.012 -0.011 -0.009 -0.676
H -0.560 2.593 -3.492 -0.015 0.006 -0.016 0.381
Ir -0.199 0.118 0.484 -0.201 -0.008 0.272 1.155
N -2.322 0.373 0.199 -0.014 0.000 -0.035 -0.031
Br -6.834 1.318 -0.302 -0.016 0.002 0.000 -0.079
S 1.985 0.726 0.948 0.214 0.045 -0.055 -0.296
H -0.802 -3.918 -0.322 0.016 -0.007 -0.006 0.420
H 2.636 -2.128 0.183 -0.003 -0.015 0.007 0.207
Br -0.426 3.183 -1.085 -0.015 0.000 -0.022 -0.072
H -2.545 -2.088 1.428 -0.007 -0.014 0.000 0.142
H -2.514 1.024 2.151 0.009 0.007 -0.019 0.336
C -3.041 0.866 1.220 -0.034 -0.007 0.025 -0.243
C -2.196 -3.071 1.107 0.025 -0.001 0.004 -0.923
H 2.928 -3.540 1.205 -0.007 0.002 -0.017 0.408
S 2.775 1.416 3.700 0.030 0.048 0.059 0.091
Br 0.296 0.429 -2.627 0.036 0.014 -0.020 -0.084
C 0.159 2.361 -2.720 -0.003 -0.017 0.009 -0.484
C -5.017 0.935 -0.097 -0.012 -0.003 -0.023 0.110
C 0.915 -2.817 1.279 0.046 -0.109 -0.034 -0.418
C -4.384 1.166 1.114 0.022 -0.006 0.042 -0.580
H -2.343 -0.225 -1.779 0.021 0.013 0.005 0.420
H 1.054 -2.177 2.149 0.007 0.033 0.007 0.344
C 2.207 -3.065 0.538 -0.004 -0.005 -0.013 -1.093
H -4.918 1.566 1.963 0.005 -0.003 -0.013 0.469
H 1.145 2.737 -2.957 0.025 0.006 0.011 0.379
H -4.748 0.223 -2.115 -0.001 0.003 0.006 0.468
H -1.583 -2.434 -0.865 0.018 0.001 -0.014 0.282



Entry 6:
39
Properties=species:S:1:pos:R:3:forces:R:3:mulliken_charge:R:1 method="wB97M-V/def2-TZVPD" e_homo_ev=-0.8 charge=-2 gap_ha=0.1932
H 1.534 1.281 -2.957 0.109 0.043 -0.097 0.361
O 1.881 -0.054 -1.403 -0.144 -0.022 0.103 -0.315
C -2.985 1.406 4.689 -0.076 0.058 0.096 -1.303
H -3.414 2.410 4.817 0.039 -0.128 0.023 0.328
H -0.342 2.826 1.924 -0.044 0.006 0.123 0.217
H -4.254 1.001 1.537 0.014 0.044 0.002 0.324
H 3.374 1.392 -1.371 -0.001 0.069 -0.036 0.311
C 2.945 0.592 -0.766 -0.155 -0.007 -0.059 -0.424
O 1.115 2.956 -1.126 -0.141 -0.080 0.037 -0.710
C -0.777 2.716 2.923 0.138 0.030 -0.140 -1.028
C 0.996 0.815 -2.132 -0.067 0.022 0.048 -0.592
O -2.331 -5.279 -5.314 -0.258 -0.025 0.285 -0.681
C -2.052 -2.382 -2.763 -0.056 0.026 -0.052 0.096
S -1.127 -4.857 -2.999 -0.142 -0.035 0.140 -0.233
C 0.441 1.918 -1.204 -0.117 0.248 0.157 0.724
H -1.252 3.658 3.213 0.037 -0.043 -0.013 0.407
S -0.427 -3.202 -0.635 0.046 0.084 0.028 -0.628
H -2.044 -1.234 2.765 0.013 -0.016 -0.068 0.243
H -3.091 2.018 0.671 -0.054 -0.007 0.079 0.361
C -1.284 -3.307 -2.151 0.026 -0.077 -0.018 0.163
H 0.026 2.492 3.633 -0.039 0.021 -0.031 0.288
Ca -0.798 -0.431 0.064 -0.014 -1.485 0.006 1.280
S -2.770 -2.873 -4.308 -0.146 -0.035 0.140 -0.219
S -2.428 -0.753 -2.253 -0.008 -0.064 -0.007 -0.527
O 1.644 0.722 1.257 -0.056 0.051 -0.074 -0.472
O 3.369 2.129 1.010 -0.012 0.013 0.052 -0.519
C -1.351 -0.444 2.445 -0.099 0.171 0.441 -1.463
H 0.198 0.172 -2.508 0.038 0.018 -0.026 0.240
C 2.546 1.150 0.589 -0.069 -0.151 -0.081 0.486
C -2.171 -4.522 -4.369 0.577 0.173 -0.471 0.575
O -0.604 1.623 -0.535 0.618 1.101 -0.562 -0.672
H 2.967 2.468 1.824 0.030 -0.012 0.035 0.376
H -3.791 0.670 4.780 0.075 0.067 0.002 0.353
H 3.701 -0.171 -0.577 0.113 -0.017 0.008 0.368
H -0.419 -0.568 3.017 -0.035 -0.042 -0.058 0.202
H -4.037 2.701 2.013 0.015 -0.027 -0.023 0.348
H -2.265 1.228 5.496 -0.063 0.007 -0.064 0.342
Ge -2.097 1.252 2.904 -0.097 0.022 0.209 0.547
C -3.521 1.804 1.655 0.008 -0.001 -0.132 -1.152



Calculated energy in order - -13131.617 -20214.484 -28066.780 -23975.517 -260667.531 -142251.875 eV
Calculated energy above the lowest of the compared OMol25 structures with the same formula, charge and spin in order - 153.4 177.0 307.1 42.4 10.4 61.5 kJ/mol